[1]
10
Properties=species:S:1:pos:R:3 method="wB97M-V/def2-TZVPD" smiles="[NH3+]CC(=S)Cl" lumo_ev=-5.1804 total_charge=+1 e_tot_ev=-26994.48969
S -0.7283 1.7076 -2.1186
N 0.3923 -0.2167 -0.4114
H -1.6310 -0.5208 0.4392
C -1.4959 1.4071 -0.7113
H 0.0212 -0.5911 -1.3290
C -0.7884 0.2605 0.3789
H 0.8105 0.6204 -0.8397
H -0.5226 0.7289 1.2416
Cl -3.0115 1.9510 -0.1836
H 0.9064 -0.9455 0.0727


[2]
9
Properties=species:S:1:pos:R:3 method="wB97M-V/def2-TZVPD" lumo_ev="0.9646 / -4.1396" total_charge=0 spin_multiplicity=3 e_tot_ev=-16720.53830
H -1.7672 0.7232 0.2656
H 0.4978 -0.3277 -1.4816
Cl 2.5213 0.2806 0.2149
C -0.1112 -0.5539 -0.5903
C -0.5950 0.7453 0.0531
H -0.0424 0.7433 0.9651
H -0.3763 1.6696 -0.5727
H -0.0169 -1.6113 1.0319
O -0.1099 -1.6691 0.1140


[3]
11
Properties=species:S:1:pos:R:3 method="wB97M-V/def2-TZVPD" lumo_ev="1.9306 / 3.3712" total_charge=-1 e_tot_ev=-28060.32557
H 0.7867 -0.5226 0.0787
H -1.4393 -0.2657 -0.4093
H -1.7331 1.8152 -2.4574
C -1.0398 0.3661 -1.1689
H 0.0088 1.8651 -2.2624
Cl -1.9690 -1.7148 1.6147
O 1.0017 -0.8817 2.3534
P 2.0427 -0.8742 1.0821
H 0.1743 -1.3056 2.0222
C -0.9338 1.3415 -1.9639
O 3.1007 0.1768 1.1110


[4]
11
Properties=species:S:1:pos:R:3 method="wB97M-V/def2-TZVPD" smiles="C=CO.OSCl" lumo_ev=0.2146 total_charge=0 e_tot_ev=-29605.64002
C -1.2067 0.3559 0.4915
H -1.1094 1.4037 0.9824
H 1.0950 1.1897 -0.9599
H -0.9346 -0.3005 -1.3621
C -1.6815 -0.7217 1.0972
O -0.5778 0.3614 -0.8256
Cl 3.5455 -1.0470 -1.5868
H -1.8063 -0.8233 2.1757
O 2.0743 1.3455 -0.6629
H -2.0069 -1.6733 0.6206
S 2.6085 -0.0903 0.0299


[5]
11
Properties=species:S:1:pos:R:3 method="wB97M-V/def2-TZVPD" smiles=O[C@@]1(Cl)CO1.O lumo_ev=0.7116 total_charge=0 e_tot_ev=-20818.41836
O 0.8192 -0.4938 0.4459
C -0.0611 0.5762 0.2616
H -0.2121 -0.8891 -1.9278
H -0.2744 -1.9427 -0.8141
H -1.8999 -0.0779 -0.4079
Cl 0.2733 1.6120 -1.1365
C 0.9733 0.6700 1.3129
O -1.3772 0.2992 0.3729
O -0.8018 -1.4769 -1.4386
H 1.8425 1.2926 1.0118
H 0.7181 0.4305 2.3198


[6]
10
Properties=species:S:1:pos:R:3 method="wB97M-V/def2-TZVPD" lumo_ev="-10.6847 / -13.9684" total_charge=+2 spin_multiplicity=3 e_tot_ev=-50864.14515
H -0.0873 -1.4639 0.0662
H -1.7839 -1.5919 0.9268
O -0.7690 1.0436 0.2437
H -2.7467 0.7216 0.1339
H 1.7639 -1.5042 0.9393
H -2.2678 -1.5925 -0.8189
C -1.6108 -1.1480 -0.0620
C -1.7377 0.3018 -0.0043
O 1.3137 -0.9630 0.2657
Cu 1.0034 0.9215 0.5000


[7]
8
Properties=species:S:1:pos:R:3 method="wB97M-V/def2-TZVPD" smiles=CCF lumo_ev=1.1402 total_charge=0 e_tot_ev=-4869.91132
H 1.2720 0.9600 0.0058
F -0.7587 -1.3121 -0.5590
H -0.7288 1.7176 -0.2451
C 0.0920 0.6752 -0.3335
H -0.8832 -0.6520 1.1834
C -0.2442 -0.5442 0.3338
H 0.4897 0.2309 -1.1926
H 0.7611 -1.0754 0.8071


[8]
10
Properties=species:S:1:pos:R:3 method="wB97M-V/def2-TZVPD" lumo_ev="0.8222 / -3.4713" total_charge=0 spin_multiplicity=3 e_tot_ev=-9073.29173
H 0.9419 1.1794 -1.5784
F 1.4632 -0.9904 -0.3979
H -1.6409 0.3850 1.1828
C 1.8468 0.2477 -0.0877
C -1.6902 -0.3425 0.3790
H -1.4474 0.0330 -0.4959
N 1.5892 1.2471 -0.7778
F 2.6253 0.2829 0.9685
H -2.6114 -0.7878 0.3960
H -1.0764 -1.2544 0.4113


[9]
11
Properties=species:S:1:pos:R:3 method="wB97M-V/def2-TZVPD" lumo_ev="0.0725 / -0.7761" total_charge=0 e_tot_ev=-19912.24590
S 1.6072 -1.0917 -1.0888
H -0.7332 0.6302 0.7661
H 0.6628 1.2838 -0.1232
C -1.3596 -0.1233 -3.0149
N 0.7425 -0.7442 0.2440
H 0.4095 -1.5093 0.8096
F -1.9949 0.2919 -1.9092
H -0.5121 -0.7803 -2.7939
H 0.8255 0.8460 1.5945
F -1.0212 0.9378 -3.7522
C 0.3522 0.5771 0.6449


[10]
12
Properties=species:S:1:pos:R:3 method="wB97M-V/def2-TZVPD" lumo_ev="-8.9153 / -9.4446" total_charge=+1 e_tot_ev=-21634.55828
F -1.1803 1.5490 -2.5422
P -0.1357 0.5098 -2.0192
F 0.9154 0.6437 -3.1516
C -0.5827 -0.1564 1.5509
H -1.2787 -0.3637 0.7231
H 1.5536 -0.1267 1.8107
C 0.8005 -0.3527 0.9938
O 1.2309 0.4909 0.1112
H 1.0788 -1.4211 0.8149
H -0.7719 0.8737 1.8525
H -0.8017 -0.8333 2.3697
F -0.8283 -0.8132 -2.5137


[11]
10
Properties=species:S:1:pos:R:3 method="wB97M-V/def2-TZVPD" lumo_ev="4.4060 / 4.3848" total_charge=-1 e_tot_ev=-8405.76545
N 0.4252 -1.3064 -0.2787
H 0.4719 0.4963 -1.2308
H 0.5180 0.5953 1.2871
O 2.2729 -0.1796 -0.0453
C -0.2011 -0.0723 -0.4787
F -1.5313 -0.2925 -1.1157
H 0.9095 -1.5384 -1.1353
H -1.3429 -0.0494 1.3279
H -0.9937 1.6811 0.7977
C -0.5285 0.6661 0.8718


[12]
9
Properties=species:S:1:pos:R:3 method="wB97M-V/def2-TZVPD" lumo_ev=0.9170 total_charge=0 e_tot_ev=-6918.92702
H 1.2566 0.1137 1.6677
C -0.5778 -0.0360 0.4459
H 0.8809 1.4911 0.4401
C 0.8086 0.4550 0.6877
H 1.3223 -0.1749 -0.0635
H -0.6894 -1.1158 -2.1688
O -1.1871 -1.0505 0.8118
H -0.4868 -0.5561 -1.6361
F -1.3274 0.8734 -0.1848


[13]
11
Properties=species:S:1:pos:R:3 method="wB97M-V/def2-TZVPD" lumo_ev="0.5865 / -1.9803" total_charge=0 spin_multiplicity=3 e_tot_ev=-19796.77107
H 0.5346 2.3433 0.4596
H -1.0700 1.8573 2.5409
F 0.0197 -1.9784 0.2495
S 0.4169 -2.5093 -1.2437
H -1.9732 0.9095 1.5040
C -1.0794 1.4601 1.5503
C -0.1676 1.6319 0.5911
O 1.7818 -2.8932 -1.0851
H 1.2919 -0.6039 -2.1466
O 0.4616 -1.1366 -2.2032
H -0.2163 0.9191 -0.2167


[14]
9
Properties=species:S:1:pos:R:3 method="wB97M-V/def2-TZVPD" smiles="F/C=C/[SiH3]" lumo_ev=0.8048 total_charge=0 e_tot_ev=-12748.38826
C -0.1371 -1.0397 0.3429
H -1.0658 -1.8777 -1.3702
Si 0.3228 0.7173 -0.0885
C -0.8981 -1.8948 -0.3433
H 0.9472 0.8085 -1.3806
H 1.4013 1.2272 0.9913
F -1.3120 -3.1049 0.2516
H -0.8529 1.6067 -0.2147
H 0.2328 -1.4659 1.3328


[15]
8
Properties=species:S:1:pos:R:3 method="wB97M-V/def2-TZVPD" lumo_ev=-2.1157 total_charge=0 e_tot_ev=-10253.21994
I -3.0763 0.4076 0.3535
H -0.4494 -1.1749 -0.8975
H 1.1246 1.1339 0.6192
C 0.7533 0.0217 0.3981
H -0.2813 0.7359 -1.3747
C -0.1469 -0.1039 -0.6915
H 0.3307 -0.3590 1.3277
H 1.7453 -0.6613 0.2653


[16]
11
Properties=species:S:1:pos:R:3 method="wB97M-V/def2-TZVPD" lumo_ev="-1.1256 / -2.9589" total_charge=0 e_tot_ev=-29691.27820
C -0.7374 -0.9244 0.4434
P 1.0418 1.6118 1.3620
H -0.6952 -1.5883 1.3334
I -2.2801 2.5595 -2.7319
O 1.2763 0.0217 1.1027
H -1.1668 -1.4510 -0.4630
H 1.3358 -1.6152 0.1274
I 0.8471 2.3001 -0.8522
H -1.2034 0.0528 0.4139
H 0.8681 -0.2473 -0.8142
C 0.7138 -0.7196 0.0785


[17]
9
Properties=species:S:1:pos:R:3 method="wB97M-V/def2-TZVPD" lumo_ev=-5.3556 total_charge=+1 e_tot_ev=-11734.84472
H 1.0451 1.9636 -0.3948
H -1.1564 -2.5743 1.2175
H 1.0215 -1.0425 -0.2606
H -0.2802 1.3844 0.8927
I -0.0377 -1.7481 2.5026
C 0.5195 -0.1039 -0.6278
C 0.2905 1.2325 -0.0966
N -0.3813 0.4412 -1.2460
H -1.0209 0.4471 -1.9869


[18]
10
Properties=species:S:1:pos:R:3 method="wB97M-V/def2-TZVPD" lumo_ev="-1.2533 / -2.2823" total_charge=0 e_tot_ev=-13231.84376
C 0.1969 -1.9573 0.0806
N 0.7906 -0.9131 -0.3359
H -0.3367 2.1226 -0.4332
I -2.7047 -0.0380 0.2148
H 1.3293 2.0818 -0.4942
H -0.9124 -1.6444 0.3286
C 0.5081 1.4966 0.0201
N 0.2878 0.1750 -0.5337
H 0.5703 -2.9360 0.0404
H 0.2709 1.6128 1.1127


[19]
10
Properties=species:S:1:pos:R:3 method="wB97M-V/def2-TZVPD" lumo_ev="0.9897 / -1.5422" total_charge=0 spin_multiplicity=3 e_tot_ev=-13229.54116
N -0.2497 2.4038 -0.1694
N -0.2456 1.1644 -0.0955
H 1.1201 1.9251 -1.7047
C -0.3785 -1.3681 0.4634
H -1.1154 -1.4688 1.2982
C -0.6542 0.0335 -0.0097
H 0.7266 -1.4190 0.6394
H -0.6553 -2.1625 -0.3089
H -0.3926 2.8821 0.6811
I 1.9579 1.4489 -2.9152


[20]
11
Properties=species:S:1:pos:R:3 method="wB97M-V/def2-TZVPD" smiles=I[C@H]1NNCO1 lumo_ev=0.5161 total_charge=0 e_tot_ev=-15281.04529
H 0.9173 -1.9768 0.2253
H 0.0912 1.5652 -1.3828
N -0.3625 -0.5764 1.0314
H -0.2037 1.5046 0.8891
C -0.4643 0.7521 -0.8783
H -1.1538 -1.3370 1.2133
O 0.2514 -0.4417 -1.1540
C 0.6205 -0.9471 0.1532
N -0.8542 0.6889 0.5177
I 2.5298 -0.0470 0.8802
H -1.3718 0.8154 -1.4952